CH3IO | wB97M-V/def2-TZVPD

Geometry as XYZ:
```
6
Properties=species:S:1:pos:R:3:forces:R:3
C 0.64790 0.07066 0.01662 -2.5 -2.5 -3.6
O -0.87041 -0.83043 -0.20607 4.9 0.6 0.4
I -2.40480 0.24567 0.02619 -1.3 1.1 0.2
H 0.88089 0.35239 -1.11643 -0.4 -0.3 3.0
H 1.32850 -0.59856 0.52121 0.1 -0.8 -0.6
H 0.41791 0.76026 0.75850 -0.7 1.9 0.5
```
Positions in Å, forces in eV/Å.

- Kohn-Sham gap: 8.67 eV
- Lowest unoccupied orbital energy: -0.179 eV
- Max |F|: 0.0981 Eh/bohr
- Energy relative to the best compared isomer or geometry (same formula, charge and spin): 2.1571 eV
- HOMO level: -8.851 eV